{
  "formula": "C5H11NO",
  "method": "ωB97M-V/def2-TZVPD",
  "orbital_gap_ev": 4.697,
  "total_energy_ev": -8893.855,
  "lumo_energy_ev": -3.0,
  "homo_ev": -7.66,
  "species": ["O", "C", "C", "C", "C", "C", "N", "H", "H", "H", "H", "H", "H", "H", "H", "H", "H", "H"],
  "xyz": [[2.9343, -0.7973, -0.6379], [2.0041, 0.0715, -0.9496], [0.9604, 0.3190, 0.2784], [-0.4788, -0.4794, -0.0865], [-1.4995, 0.3421, -0.7517], [-2.7524, 0.5059, 0.1768], [1.6780, -0.1162, 1.4502], [2.4730, 1.1039, -1.0019], [0.7672, 1.3769, 0.4016], [1.4205, -0.1078, -1.8715], [-0.0638, -1.3561, -0.5977], [-0.6785, -0.7279, 0.9804], [-1.5739, -0.2092, -1.6981], [-2.0548, 0.7422, 0.9840], [-3.5193, 1.2193, -0.1015], [-3.2356, -0.5000, 0.3094], [2.4870, -0.6597, 1.0678], [1.1321, -0.7272, 2.0481]]
}

{
  "formula": "C2H8BF4O3Rb",
  "method": "ωB97M-V/def2-TZVPD",
  "orbital_gap_ev": 10.155,
  "total_energy_ev": -20554.881,
  "lumo_energy_ev": -1.0,
  "homo_ev": -11.12,
  "species": ["Rb", "B", "F", "F", "F", "F", "O", "H", "H", "C", "C", "O", "O", "H", "H", "H", "H", "H", "H"],
  "xyz": [[-0.4053, -0.4463, -1.7248], [-3.1427, 0.6535, -3.1613], [-3.2795, 0.2054, -1.8225], [-2.5830, 1.9537, -3.1746], [-2.2254, -0.2283, -3.7509], [-4.3823, 0.6624, -3.8011], [1.2226, -2.5645, -0.7649], [1.3352, -2.7512, -1.7041], [2.0957, -2.2778, -0.4654], [1.9815, 0.6558, 2.0138], [0.8089, -0.3225, 2.0066], [-0.2433, 0.1323, 1.1606], [1.7923, 1.7280, 2.9174], [2.1404, 1.0627, 1.0062], [2.9304, 0.1951, 2.2905], [0.4710, -0.3518, 3.0460], [1.1520, -1.3044, 1.6851], [-0.8810, 0.6032, 1.7041], [1.2123, 2.3946, 2.5394]]
}

{
  "formula": "CH2O2",
  "method": "ωB97M-V/def2-TZVPD",
  "orbital_gap_ev": 11.683,
  "total_energy_ev": -5163.907,
  "lumo_energy_ev": 0.5,
  "homo_ev": -11.14,
  "species": ["O", "C", "O", "H", "H"],
  "xyz": [[-0.0043, 1.6085, -0.0278], [0.1614, 0.4571, -0.1481], [-0.7834, -0.5167, 0.1963], [1.0422, -0.0884, -0.2897], [-0.4158, -1.4605, 0.2693]]
}

{
  "formula": "C4H13NOS",
  "method": "ωB97M-V/def2-TZVPD",
  "orbital_gap_ev": 9.252,
  "total_energy_ev": -18731.005,
  "lumo_energy_ev": 0.7,
  "homo_ev": -8.52,
  "species": ["C", "C", "N", "C", "C", "S", "H", "H", "H", "H", "H", "H", "H", "H", "H", "H", "H", "O", "H", "H"],
  "xyz": [[0.6773, 2.2611, -0.2877], [0.6857, 1.5526, -1.6160], [0.7962, 0.0802, -1.5779], [0.8205, -0.5796, -0.2914], [1.0058, -2.0755, -0.4858], [-0.2494, -2.8486, -1.5292], [1.5535, 2.0797, 0.3343], [0.5630, 3.3357, -0.4912], [-0.1941, 1.9871, 0.2949], [1.5120, 1.9672, -2.2000], [-0.2617, 1.7730, -2.1202], [1.5995, -0.2292, -2.1095], [-0.1453, -0.4620, 0.1988], [1.6473, -0.2427, 0.3434], [1.9751, -2.2617, -0.9501], [1.1267, -2.5437, 0.4824], [-0.9790, -3.4157, -0.5705], [-4.0710, 0.1628, 3.9145], [-4.0022, 0.2515, 4.8721], [-4.0596, -0.7922, 3.7892]]
}

{
  "formula": "C23H31F7N2O5",
  "method": "ωB97M-V/def2-TZVPD",
  "orbital_gap_ev": 8.585,
  "total_energy_ev": -56582.489,
  "lumo_energy_ev": -0.3,
  "homo_ev": -8.90,
  "species": ["C", "C", "C", "C", "C", "N", "C", "O", "C", "C", "C", "F", "C", "C", "C", "C", "C", "N", "C", "H", "H", "H", "H", "H", "H", "H", "H", "H", "H", "H", "H", "H", "H", "H", "H", "H", "H", "H", "H", "H", "C", "C", "O", "C", "O", "C", "F", "F", "F", "H", "H", "H", "H", "H", "C", "C", "O", "C", "O", "C", "F", "F", "F", "H", "H", "H", "H", "H"],
  "xyz": [[4.0525, -2.4863, 0.8786], [3.5547, -0.9320, 0.5234], [2.3737, -0.9824, -0.6118], [0.8425, -0.9615, -0.0309], [0.5863, -1.8711, 1.3075], [-0.4653, -1.3899, 2.3305], [-1.6267, -2.3721, 2.5923], [-2.4732, -2.3465, 3.6411], [-1.5620, -3.4863, 1.3462], [-2.5778, -2.8210, 0.2476], [-2.6098, -3.5656, -1.2150], [-2.3858, -1.3730, 0.0031], [0.0595, -3.4445, 1.1207], [0.7777, -4.3921, -0.0017], [1.4881, -5.7960, 0.5652], [2.2621, -6.7323, -0.5620], [2.2556, -6.1839, -2.1060], [1.6053, -4.9415, -2.6453], [0.9152, -4.1016, -1.6067], [3.7196, -3.2576, 0.0356], [5.2234, -2.5599, 1.0379], [3.5728, -2.8868, 1.8923], [4.4984, -0.3793, 0.0756], [3.1354, -0.3822, 1.4780], [2.4960, 0.0093, -1.2649], [2.6047, -1.8795, -1.3262], [0.5974, 0.1621, 0.2628], [0.0487, -1.2599, -0.8701], [1.5061, -2.0562, 2.0438], [0.0526, -1.0662, 3.1774], [-2.0590, -4.4617, 1.8186], [-3.6770, -2.9416, 0.6986], [-1.7559, -3.1324, -1.8868], [-3.6445, -3.2508, -1.7201], [-2.5849, -4.7275, -1.0799], [0.4504, -3.9146, 2.1464], [1.4300, -6.0290, 1.7111], [2.8095, -7.7160, -0.2135], [2.8401, -6.8616, -2.8971], [0.4201, -3.0867, -1.9958], [0.2871, 3.4682, 3.5197], [-0.2981, 4.2664, 2.3682], [0.7439, 4.7834, 1.5271], [1.2898, 3.8979, 0.6338], [0.9418, 2.7260, 0.5301], [2.3494, 4.5871, -0.2259], [3.2131, 5.3450, 0.5099], [1.7969, 5.4281, -1.1467], [3.1212, 3.7094, -0.9271], [1.0118, 4.0713, 4.0762], [-0.5008, 3.1382, 4.2025], [0.8216, 2.5847, 3.1578], [-0.8459, 5.1291, 2.7626], [-1.0104, 3.6718, 1.7838], [-0.9054, 4.7941, -2.4108], [-2.0997, 5.4147, -3.1137], [-3.2654, 4.5918, -2.9570], [-3.9188, 4.6980, -1.7562], [-3.5603, 5.4350, -0.8432], [-5.1612, 3.8074, -1.7405], [-4.9134, 2.5498, -2.2081], [-6.1638, 4.3100, -2.5168], [-5.6884, 3.6492, -0.4936], [-0.7430, 3.7696, -2.7611], [-0.0005, 5.3804, -2.5932], [-1.0673, 4.7375, -1.3302], [-1.8982, 5.4795, -4.1884], [-2.2931, 6.4343, -2.7597]]
}

{
  "formula": "C25H27NO4S",
  "method": "ωB97M-V/def2-TZVPD",
  "orbital_gap_ev": 8.747,
  "total_energy_ev": -46878.916,
  "lumo_energy_ev": 0.6,
  "homo_ev": -8.17,
  "species": ["C", "C", "O", "C", "O", "C", "C", "O", "N", "C", "C", "C", "C", "C", "C", "C", "C", "C", "C", "S", "C", "C", "C", "C", "C", "C", "C", "C", "C", "C", "O", "H", "H", "H", "H", "H", "H", "H", "H", "H", "H", "H", "H", "H", "H", "H", "H", "H", "H", "H", "H", "H", "H", "H", "H", "H", "H", "H"],
  "xyz": [[-0.9415, -2.5246, 2.1750], [0.5134, -2.1171, 2.3845], [1.0137, -1.2027, 1.4262], [0.4987, 0.0921, 1.4637], [-0.7726, 0.1593, 0.8492], [-0.7677, 0.1867, -0.5277], [-2.0918, -0.0739, -1.1682], [-2.2516, 0.0473, -2.3667], [-3.0420, -0.4478, -0.2720], [-4.3766, -0.7946, -0.4851], [-4.9767, -0.7453, -1.7399], [-6.3058, -1.1021, -1.8770], [-7.0474, -1.5081, -0.7806], [-6.4505, -1.5579, 0.4685], [-5.1240, -1.2039, 0.6183], [0.3087, 0.4515, -1.2672], [1.6552, 0.7208, -0.6819], [2.5785, -0.4473, -0.9192], [2.1842, -1.6898, -1.2744], [3.4791, -2.8252, -1.4231], [4.6337, -1.5954, -0.9960], [6.0083, -1.7456, -0.8949], [6.7645, -0.6451, -0.5497], [6.1583, 0.5884, -0.3137], [4.7931, 0.7378, -0.4139], [4.0017, -0.3608, -0.7553], [1.5449, 1.0216, 0.8273], [1.3223, 2.5017, 1.1784], [0.0215, 3.1719, 0.7239], [0.0531, 3.7098, -0.7109], [-1.0867, 4.4832, -1.0039], [-1.6086, -1.6955, 2.3988], [-1.1825, -3.3522, 2.8370], [-1.0975, -2.8391, 1.1459], [0.6413, -1.6947, 3.3926], [1.1658, -2.9870, 2.2798], [0.3037, 0.3982, 2.5071], [-2.7260, -0.4981, 0.6886], [-4.3993, -0.4316, -2.5931], [-6.7649, -1.0614, -2.8534], [-8.0843, -1.7848, -0.8967], [-7.0200, -1.8736, 1.3302], [-4.6585, -1.2434, 1.5938], [0.2051, 0.4332, -2.3405], [2.0978, 1.5920, -1.1789], [1.1847, -2.0304, -1.4601], [6.4667, -2.7036, -1.0848], [7.8366, -0.7376, -0.4644], [6.7716, 1.4373, -0.0503], [4.3348, 1.6989, -0.2343], [2.4932, 0.7330, 1.2940], [1.3743, 2.5753, 2.2683], [2.1648, 3.0722, 0.7793], [-0.1646, 4.0288, 1.3766], [-0.8209, 2.4894, 0.8400], [0.9008, 4.3900, -0.8327], [0.1480, 2.8912, -1.4340], [-1.8600, 3.9085, -1.0024]]
}

{
  "formula": "C4H13NO",
  "method": "ωB97M-V/def2-TZVPD",
  "orbital_gap_ev": 9.208,
  "total_energy_ev": -7895.548,
  "lumo_energy_ev": 0.6,
  "homo_ev": -8.62,
  "species": ["C", "C", "C", "N", "C", "H", "H", "H", "H", "H", "H", "H", "H", "H", "H", "H", "O", "H", "H"],
  "xyz": [[0.4772, 1.7907, -0.4738], [-0.2361, 1.8952, 0.8605], [-1.4001, 0.8484, 0.9720], [-1.0514, -0.5839, 0.8820], [-1.0415, -1.1796, -0.4713], [-0.1490, 2.0925, -1.3122], [1.3170, 2.5108, -0.6110], [0.9273, 0.8090, -0.6219], [0.5137, 1.7737, 1.6465], [-0.8181, 2.8263, 1.0232], [-1.8469, 0.8944, 1.9912], [-2.2859, 1.1552, 0.3797], [-0.1581, -0.7111, 1.3463], [-2.0768, -1.4440, -0.6560], [-0.8499, -0.5091, -1.3076], [-0.3879, -2.0490, -0.4572], [3.1744, -3.6831, -1.2257], [2.4704, -3.1502, -1.5900], [3.4217, -3.2862, -0.3749]]
}